(1)
{
  "formula": "C40H86CdN2O14Zn",
  "method": "ωB97M-V/def2-TZVPD",
  "homo_energy_ev": -5.8,
  "orbital_gap_ev": 4.65,
  "elements": ["Zn", "Cd", "C", "C", "C", "C", "C", "C", "N", "O", "C", "C", "C", "H", "H", "H", "H", "H", "H", "H", "H", "H", "H", "H", "H", "H", "H", "H", "H", "H", "H", "C", "C", "C", "C", "C", "C", "N", "O", "C", "C", "C", "H", "H", "H", "H", "H", "H", "H", "H", "H", "H", "H", "H", "H", "H", "H", "H", "H", "H", "C", "C", "C", "O", "C", "C", "C", "O", "O", "O", "H", "H", "C", "C", "O", "H", "H", "H", "H", "H", "H", "C", "C", "O", "H", "H", "H", "H", "H", "H", "C", "C", "O", "H", "H", "H", "H", "H", "H", "C", "C", "O", "H", "H", "H", "H", "H", "H", "C", "C", "O", "H", "H", "H", "H", "H", "H", "C", "C", "O", "H", "H", "H", "H", "H", "H", "C", "C", "O", "H", "H", "H", "H", "H", "H", "C", "C", "O", "H", "H", "H", "H", "H", "H"],
  "coordinates": [[6.199, -11.971, -0.912], [6.802, -18.525, 3.418], [2.468, -17.183, 3.272], [3.052, -16.428, 4.515], [1.791, -16.190, 5.339], [2.107, -15.820, 6.834], [2.991, -16.879, 7.506], [4.253, -17.148, 6.745], [3.986, -17.327, 5.239], [4.982, -18.005, 4.479], [4.843, -18.465, 7.391], [5.279, -15.989, 6.931], [3.703, -15.013, 4.019], [2.053, -18.125, 3.629], [3.202, -17.397, 2.495], [1.688, -16.653, 2.725], [0.928, -16.855, 5.306], [1.355, -15.222, 5.091], [1.231, -15.718, 7.475], [2.584, -14.846, 6.943], [2.321, -17.678, 7.825], [3.242, -16.411, 8.459], [4.332, -19.370, 7.062], [5.061, -18.386, 8.456], [5.837, -18.759, 7.055], [5.520, -16.032, 7.993], [4.845, -15.011, 6.721], [6.155, -16.034, 6.284], [4.540, -15.226, 3.354], [4.131, -14.472, 4.863], [2.908, -14.470, 3.508], [5.637, -7.229, -1.436], [7.112, -7.621, -1.653], [7.833, -6.297, -1.313], [9.290, -6.432, -1.137], [9.491, -7.361, 0.089], [8.943, -8.781, -0.172], [7.553, -8.757, -0.690], [6.866, -10.000, -1.001], [8.916, -9.568, 1.208], [10.025, -9.427, -1.140], [7.298, -7.964, -3.141], [5.361, -6.321, -1.973], [5.376, -6.993, -0.404], [4.886, -7.993, -1.638], [7.392, -5.808, -0.444], [7.675, -5.699, -2.211], [9.775, -5.496, -0.864], [9.785, -6.843, -2.018], [9.075, -6.845, 0.955], [10.567, -7.425, 0.253], [7.977, -9.248, 1.659], [9.807, -9.401, 1.813], [8.706, -10.628, 1.069], [10.303, -8.821, -2.002], [9.649, -10.281, -1.703], [10.959, -9.664, -0.631], [7.491, -7.073, -3.739], [6.324, -8.091, -3.613], [8.039, -8.753, -3.267], [7.697, -14.589, 1.990], [7.287, -13.874, 0.789], [6.250, -14.584, -0.174], [5.666, -13.871, -1.012], [5.794, -15.921, 0.121], [6.272, -16.466, 1.244], [7.210, -15.815, 2.233], [7.513, -16.455, 3.382], [5.927, -17.692, 1.397], [7.468, -12.712, 0.551], [8.265, -14.056, 2.737], [5.057, -16.433, -0.479], [7.922, -18.458, -2.455], [6.412, -18.104, -2.446], [5.862, -18.840, -1.403], [8.560, -18.183, -1.615], [8.473, -18.169, -3.350], [8.116, -19.530, -2.482], [5.826, -18.384, -3.322], [6.162, -17.044, -2.415], [5.726, -18.264, -0.647], [2.863, -10.648, -3.418], [3.422, -11.140, -2.076], [4.704, -11.694, -2.351], [2.716, -11.455, -4.136], [3.562, -9.972, -3.910], [1.901, -10.212, -3.150], [2.777, -11.933, -1.697], [3.673, -10.350, -1.369], [4.559, -12.294, -3.086], [9.789, -17.877, 0.852], [8.937, -19.114, 1.021], [8.494, -19.086, 2.371], [10.743, -18.027, 1.357], [9.522, -16.919, 1.298], [10.132, -17.624, -0.151], [9.469, -20.050, 0.851], [8.085, -19.207, 0.348], [9.247, -19.433, 2.855], [0.654, -15.553, -0.060], [2.120, -15.879, -0.248], [2.988, -14.748, -0.325], [0.369, -14.781, -0.774], [0.359, -15.153, 0.910], [0.066, -16.458, -0.214], [2.257, -16.312, -1.239], [2.553, -16.546, 0.498], [3.878, -14.971, -0.607], [2.713, -12.082, 1.559], [4.251, -12.157, 1.658], [4.867, -11.500, 0.651], [2.197, -12.421, 0.661], [2.406, -11.085, 1.875], [2.326, -12.786, 2.295], [4.411, -13.204, 1.399], [4.643, -11.871, 2.634], [4.733, -10.605, 0.970], [9.271, -11.110, 4.349], [7.900, -11.607, 3.907], [6.903, -10.756, 4.346], [10.121, -11.647, 3.927], [9.241, -11.258, 5.428], [9.394, -10.033, 4.236], [7.759, -12.617, 4.292], [7.777, -11.595, 2.824], [6.764, -10.102, 3.658], [8.761, -14.497, -2.607], [8.663, -12.988, -3.004], [7.479, -12.436, -2.495], [9.688, -14.971, -2.930], [7.887, -15.050, -2.953], [8.813, -14.578, -1.521], [8.484, -12.811, -4.064], [9.523, -12.398, -2.686], [6.978, -12.503, -3.312], [12.769, -12.604, 1.820], [11.300, -13.083, 1.478], [10.600, -12.395, 0.397], [13.552, -13.196, 1.346], [12.931, -12.847, 2.870], [12.765, -11.552, 1.537], [10.662, -12.799, 2.315], [11.207, -14.164, 1.377], [9.695, -12.567, 0.669]],
  "lowdin_charge": [0.65, 1.45, -0.05, -0.44, -0.14, -0.18, -0.18, -0.46, -0.15, -0.42, -0.06, -0.03, 0.02, 0.08, 0.05, 0.06, 0.11, 0.10, 0.10, 0.10, 0.12, 0.11, 0.08, 0.08, 0.05, 0.07, 0.06, 0.07, 0.06, 0.06, 0.05, -0.07, -0.45, -0.19, -0.19, -0.15, -0.45, -0.12, -0.28, -0.03, -0.03, -0.03, 0.08, 0.07, 0.06, 0.12, 0.11, 0.11, 0.10, 0.12, 0.11, 0.07, 0.08, 0.04, 0.06, 0.05, 0.07, 0.07, 0.06, 0.08, 0.03, -0.29, -0.25, -0.03, 0.00, -0.35, -0.33, -0.20, -0.12, 0.03, 0.11, 0.12, -0.07, -0.31, -0.08, 0.03, 0.06, 0.07, 0.11, 0.09, 0.03, -0.06, -0.25, -0.11, 0.08, 0.08, 0.08, 0.11, 0.11, 0.10, -0.06, -0.25, -0.20, 0.08, 0.07, 0.07, 0.13, 0.10, 0.11, -0.07, -0.30, -0.10, 0.07, 0.07, 0.08, 0.11, 0.09, 0.02, -0.05, -0.30, -0.08, 0.06, 0.08, 0.06, 0.10, 0.13, 0.12, -0.07, -0.35, -0.06, 0.05, 0.08, 0.07, 0.11, 0.08, 0.08, -0.03, -0.23, -0.11, 0.08, 0.07, 0.06, 0.12, 0.11, 0.10, -0.06, -0.26, -0.10, 0.06, 0.07, 0.07, 0.07, 0.10, 0.02]
}

***

(2)
{
  "formula": "C40H86FN4O13PS",
  "method": "ωB97M-V/def2-TZVPD",
  "smiles": "CC[C@@H](F)c1c(CCC(=O)O)c(O)c(P(=N)(O)O)c2nc(S)c(CCN)nc12.CC(C)O.CC(C)O.CC(C)O.CC(C)O.CC(C)O.CC(C)O.CC(C)O.CC(C)O",
  "homo_energy_ev": -7.9,
  "orbital_gap_ev": 6.88,
  "elements": ["C", "C", "C", "F", "C", "C", "C", "C", "C", "O", "O", "C", "O", "C", "P", "N", "O", "O", "C", "N", "C", "S", "C", "C", "C", "N", "N", "C", "H", "H", "H", "H", "H", "H", "H", "H", "H", "H", "H", "H", "H", "H", "H", "H", "H", "H", "H", "H", "H", "H", "C", "C", "C", "O", "H", "H", "H", "H", "H", "H", "H", "H", "C", "C", "C", "O", "H", "H", "H", "H", "H", "H", "H", "H", "C", "C", "C", "O", "H", "H", "H", "H", "H", "H", "H", "H", "C", "C", "C", "O", "H", "H", "H", "H", "H", "H", "H", "H", "C", "C", "C", "O", "H", "H", "H", "H", "H", "H", "H", "H", "C", "C", "C", "O", "H", "H", "H", "H", "H", "H", "H", "H", "C", "C", "C", "O", "H", "H", "H", "H", "H", "H", "H", "H", "C", "C", "C", "O", "H", "H", "H", "H", "H", "H", "H", "H"],
  "coordinates": [[-2.159, 6.135, -5.459], [-1.554, 4.769, -6.117], [-2.580, 3.542, -5.903], [-3.457, 3.330, -7.058], [-1.832, 2.153, -5.528], [-0.869, 1.527, -6.604], [-0.605, 2.260, -7.992], [-0.551, 1.289, -9.272], [-1.782, 0.287, -9.408], [-2.904, 0.661, -9.828], [-1.574, -1.088, -9.085], [-0.185, 0.172, -6.170], [0.736, -0.449, -7.091], [-0.455, -0.524, -4.785], [0.446, -2.164, -4.523], [2.010, -1.952, -4.863], [-0.209, -3.356, -5.594], [0.382, -2.752, -2.925], [-1.423, 0.138, -3.713], [-1.579, -0.581, -2.476], [-2.434, 0.187, -1.637], [-2.740, -0.526, 0.070], [-3.116, 1.553, -1.958], [-4.041, 2.317, -0.874], [-5.393, 1.530, -0.509], [-6.528, 2.249, -1.210], [-2.957, 2.191, -3.220], [-2.084, 1.476, -4.117], [-2.448, 5.998, -4.363], [-3.043, 6.550, -6.065], [-1.329, 6.928, -5.500], [-0.577, 4.504, -5.592], [-1.432, 5.013, -7.236], [-3.296, 3.879, -5.059], [0.445, 2.746, -7.909], [-1.323, 3.111, -8.235], [0.479, 0.765, -9.264], [-0.540, 1.974, -10.204], [-2.382, -1.560, -9.421], [0.333, -1.310, -7.386], [2.571, -2.199, -4.031], [-1.047, -3.688, -5.186], [0.625, -3.713, -3.000], [-2.797, 0.565, 0.925], [-4.295, 3.356, -1.270], [-3.361, 2.458, 0.050], [-5.581, 1.717, 0.620], [-5.355, 0.411, -0.732], [-6.343, 2.120, -2.216], [-7.402, 1.767, -0.951], [1.470, -5.081, 1.865], [1.838, -4.363, 0.576], [1.306, -2.941, 0.565], [1.301, -5.080, -0.536], [0.383, -5.147, 1.979], [1.849, -6.107, 1.855], [1.882, -4.565, 2.736], [2.925, -4.350, 0.461], [0.213, -2.932, 0.635], [1.567, -2.440, -0.370], [1.712, -2.360, 1.398], [0.339, -5.097, -0.442], [-5.092, -2.506, -5.904], [-4.372, -3.824, -5.672], [-5.313, -5.007, -5.839], [-3.822, -3.839, -4.355], [-5.904, -2.371, -5.181], [-4.407, -1.664, -5.769], [-5.512, -2.457, -6.912], [-3.538, -3.916, -6.374], [-6.133, -4.959, -5.114], [-4.785, -5.947, -5.658], [-5.739, -5.033, -6.846], [-4.552, -3.758, -3.726], [-3.037, -1.262, 5.524], [-2.690, -0.544, 4.230], [-3.232, 0.876, 4.223], [-3.236, -1.266, 3.126], [-4.122, -1.334, 5.652], [-2.652, -2.285, 5.511], [-2.618, -0.741, 6.389], [-1.605, -0.524, 4.100], [-4.324, 0.879, 4.306], [-2.986, 1.377, 3.282], [-2.819, 1.461, 5.049], [-4.197, -1.290, 3.231], [3.748, 0.891, -1.369], [3.771, -0.224, -0.335], [4.963, -0.089, 0.599], [3.829, -1.484, -1.000], [4.647, 0.863, -1.993], [2.893, 0.775, -2.040], [3.687, 1.872, -0.890], [2.844, -0.205, 0.246], [5.904, -0.151, 0.044], [4.973, -0.903, 1.329], [4.937, 0.862, 1.137], [4.645, -1.511, -1.517], [-1.497, 1.505, 9.261], [-1.186, 2.228, 7.960], [-0.192, 3.358, 8.178], [-2.393, 2.755, 7.411], [-1.946, 2.188, 9.990], [-2.221, 0.703, 9.092], [-0.593, 1.074, 9.699], [-0.781, 1.517, 7.233], [-0.596, 4.106, 8.868], [0.013, 3.875, 7.238], [0.750, 2.982, 8.583], [-2.759, 3.385, 8.046], [-0.157, -4.308, 5.934], [1.259, -4.812, 6.166], [1.465, -6.186, 5.548], [1.515, -4.878, 7.567], [-0.890, -4.978, 6.395], [-0.295, -3.325, 6.394], [-0.379, -4.230, 4.867], [1.975, -4.105, 5.737], [0.789, -6.922, 5.995], [2.483, -6.540, 5.731], [1.292, -6.163, 4.469], [0.887, -5.501, 7.955], [1.599, 8.024, 7.208], [1.639, 6.907, 8.240], [2.843, 7.045, 9.159], [1.694, 5.647, 7.574], [2.490, 8.000, 6.572], [0.736, 7.905, 6.548], [1.540, 9.004, 7.689], [0.721, 6.922, 8.833], [3.777, 6.988, 8.590], [2.865, 6.230, 9.888], [2.821, 7.996, 9.698], [2.504, 5.624, 7.046], [9.097, -1.284, -3.173], [9.088, -1.369, -1.655], [8.496, -2.687, -1.178], [8.325, -0.288, -1.124], [8.079, -1.340, -3.574], [9.513, -0.328, -3.502], [9.689, -2.092, -3.611], [10.108, -1.265, -1.275], [7.458, -2.792, -1.510], [8.486, -2.730, -0.086], [9.070, -3.537, -1.556], [7.420, -0.371, -1.454]],
  "lowdin_charge": [-0.12, -0.18, -0.24, -0.08, 0.02, -0.02, -0.14, -0.09, -0.38, 0.05, 0.03, -0.14, -0.05, -0.08, 0.68, -0.19, -0.21, -0.23, -0.15, 0.08, -0.47, 0.75, -0.19, -0.16, -0.29, -0.04, 0.11, -0.11, 0.07, 0.08, 0.07, 0.12, 0.11, 0.13, 0.14, 0.10, 0.12, 0.14, 0.13, 0.10, -0.03, 0.05, 0.08, -0.12, 0.12, 0.10, 0.12, 0.09, 0.07, 0.06, -0.08, -0.49, -0.06, -0.06, 0.08, 0.08, 0.07, 0.14, 0.08, 0.06, 0.08, 0.09, -0.06, -0.50, -0.06, -0.07, 0.08, 0.08, 0.08, 0.13, 0.08, 0.08, 0.08, 0.09, -0.05, -0.49, -0.05, -0.10, 0.08, 0.07, 0.07, 0.14, 0.09, 0.06, 0.07, 0.09, -0.05, -0.50, -0.05, -0.07, 0.08, 0.08, 0.08, 0.13, 0.06, 0.08, 0.08, 0.08, -0.07, -0.50, -0.07, -0.07, 0.08, 0.07, 0.08, 0.13, 0.08, 0.07, 0.08, 0.09, -0.07, -0.50, -0.06, -0.06, 0.08, 0.07, 0.08, 0.14, 0.08, 0.08, 0.05, 0.09, -0.07, -0.50, -0.07, -0.07, 0.08, 0.08, 0.08, 0.14, 0.08, 0.08, 0.08, 0.10, -0.06, -0.50, -0.06, -0.06, 0.08, 0.08, 0.08, 0.14, 0.08, 0.08, 0.08, 0.06]
}